Record 1
{"formula": "C43H38N4P2Ti", "method": "the ωB97M-V functional and the def2-TZVPD basis", "symbols": ["Ti", "C", "N", "P", "C", "C", "C", "C", "C", "C", "C", "C", "C", "C", "C", "C", "P", "C", "C", "C", "C", "C", "C", "C", "C", "C", "C", "C", "C", "H", "H", "H", "H", "H", "H", "H", "H", "H", "H", "H", "H", "H", "H", "H", "H", "H", "H", "H", "H", "H", "H", "H", "C", "C", "N", "C", "C", "C", "C", "C", "C", "C", "C", "C", "N", "C", "H", "H", "H", "H", "H", "H", "H", "H", "C", "C", "C", "C", "N", "C", "C", "H", "H", "H", "H", "H", "H", "H"], "coordinates": [[-0.23336, -0.06979, -0.27364], [2.96427, -1.14545, 2.68742], [1.93558, -0.55915, 1.79297], [0.34858, -0.13790, 2.16229], [0.26911, 0.94756, 3.54537], [-0.72777, 0.77825, 4.51432], [-0.77859, 1.64358, 5.59404], [0.15720, 2.66501, 5.70777], [1.15085, 2.83441, 4.74499], [1.20879, 1.98339, 3.65852], [-0.73352, -1.55687, 2.32059], [-2.09241, -1.42139, 1.67764], [-2.80511, -2.75939, 1.43806], [-2.32955, -3.94738, 2.20774], [-1.19792, -3.91188, 2.91273], [-0.36970, -2.71415, 2.91112], [2.19687, -0.01162, 0.22218], [1.98515, -1.37165, -0.93574], [1.24857, -2.50917, -0.56464], [1.00554, -3.51902, -1.49991], [1.49539, -3.39919, -2.78817], [2.21653, -2.26156, -3.16607], [2.44796, -1.24697, -2.26005], [3.71967, 0.83962, -0.00101], [4.87768, 0.12164, -0.33320], [6.08796, 0.78937, -0.39417], [6.14438, 2.15443, -0.13119], [4.99454, 2.86821, 0.19614], [3.77816, 2.21550, 0.26423], [2.54707, -1.25557, 3.68673], [3.82172, -0.47627, 2.74355], [3.28100, -2.11915, 2.31591], [-1.43603, -0.03867, 4.44656], [-1.53327, 1.51233, 6.35744], [0.12304, 3.32923, 6.56151], [1.88320, 3.62226, 4.85795], [1.99907, 2.09938, 2.92416], [-2.69700, -0.62898, 2.12473], [-3.88535, -2.65247, 1.53599], [-2.93294, -4.84675, 2.17596], [-0.86211, -4.76972, 3.47885], [0.59168, -2.78310, 3.41073], [0.96913, -2.66439, 0.47316], [0.49004, -4.42192, -1.19731], [1.34555, -4.20034, -3.50064], [2.61542, -2.18900, -4.16978], [3.01149, -0.37129, -2.56020], [4.83819, -0.94278, -0.53089], [6.99065, 0.24800, -0.64309], [7.09530, 2.66863, -0.18273], [5.05444, 3.92992, 0.39291], [2.88097, 2.77182, 0.51388], [-3.48953, -2.90997, -1.04133], [-2.40047, -2.65924, -0.05995], [-1.99222, -1.17158, 0.13861], [-2.98536, -0.20522, -0.34256], [-4.17919, -0.58426, -0.92611], [-4.36518, -1.96642, -1.37183], [-5.18173, 0.39694, -1.12520], [-4.99587, 1.69754, -0.74666], [-3.73403, 2.12511, -0.26101], [-3.42001, 3.45753, 0.07254], [-2.14937, 3.78529, 0.49634], [-1.17454, 2.79352, 0.53252], [-1.43621, 1.52860, 0.20030], [-2.71336, 1.16271, -0.13940], [-3.59506, -3.92671, -1.40126], [-1.50050, -3.23019, -0.28087], [-5.20955, -2.18558, -2.01286], [-6.12670, 0.08824, -1.55425], [-5.79967, 2.41668, -0.84354], [-4.18778, 4.21915, -0.00080], [-1.88986, 4.79741, 0.77240], [-0.15248, 3.02268, 0.81117], [-0.16864, 1.32714, -6.42912], [-0.16423, 1.08078, -4.96065], [-0.67495, -0.10167, -4.40876], [-0.66600, -0.27445, -3.04697], [-0.18708, 0.66287, -2.19979], [0.30723, 1.81028, -2.71644], [0.33709, 2.04172, -4.06783], [-0.34620, 0.41691, -6.99649], [0.76822, 1.78205, -6.75090], [-0.96590, 2.03752, -6.66861], [-1.08009, -0.87792, -5.04433], [-1.05655, -1.19317, -2.60523], [0.67667, 2.54188, -2.00846], [0.74296, 2.97417, -4.43839]], "orbital_gap_ha": 0.227, "e_tot_ev": -92823.744, "molar_mass_g_mol": 720.62, "e_above_lowest_kcal_mol": 61.0, "charge": 4}

Record 2
{"formula": "C30H28N5O2S", "method": "the ωB97M-V functional and the def2-TZVPD basis", "symbols": ["C", "C", "C", "C", "C", "N", "C", "C", "N", "C", "C", "C", "C", "C", "C", "C", "C", "H", "H", "H", "H", "H", "H", "H", "H", "H", "H", "H", "C", "N", "C", "C", "C", "C", "C", "C", "C", "C", "O", "N", "C", "C", "S", "N", "C", "C", "O", "C", "C", "H", "H", "H", "H", "H", "H", "H", "H", "H", "H", "H", "H", "H", "H", "H", "H", "H"], "coordinates": [[-6.10816, -0.03498, -2.07122], [-5.47001, -1.21966, -1.68276], [-4.08069, -1.30055, -1.65305], [-3.29971, -0.19046, -2.03372], [-1.84225, -0.25727, -2.10870], [-1.20227, 0.89666, -2.16446], [0.06223, 1.14071, -2.38622], [0.60220, 2.42390, -2.15047], [1.15418, 3.45182, -2.02098], [-1.12122, -1.54389, -2.15113], [-1.59133, -2.61140, -2.94298], [-0.82097, -3.76712, -3.08217], [0.41745, -3.88240, -2.43588], [0.87234, -2.83212, -1.62776], [0.09693, -1.68736, -1.47089], [-3.93529, 1.03414, -2.30574], [-5.32970, 1.10018, -2.35736], [-7.19801, 0.01500, -2.13332], [-6.05837, -2.09506, -1.41314], [-3.58331, -2.21387, -1.32192], [0.74184, 0.40792, -2.87060], [-2.56060, -2.51617, -3.43947], [-1.20313, -4.59289, -3.67954], [1.01552, -4.79148, -2.53408], [1.82216, -2.88600, -1.09818], [0.42055, -0.89338, -0.79551], [-3.30683, 1.90706, -2.49095], [-5.79976, 2.04346, -2.62768], [6.80196, 1.11896, -0.31560], [6.04947, 0.78939, 0.88327], [6.54000, -0.41108, 1.54222], [4.70757, 1.19687, 1.02149], [3.67320, 0.64170, 0.23451], [2.36512, 1.05999, 0.41036], [1.99349, 1.92260, 1.45999], [0.61332, 2.19088, 1.81659], [-0.42667, 1.31297, 1.98547], [-1.73985, 1.89641, 2.23940], [-1.94299, 3.11248, 2.24971], [-2.82167, 1.01812, 2.45450], [-4.12943, 1.64240, 2.62239], [-2.73727, -0.36287, 2.40989], [-4.07945, -1.36979, 2.37592], [-1.44352, -0.87220, 2.36143], [-1.35905, -2.34322, 2.38020], [-0.30136, -0.14020, 1.97593], [0.72643, -0.73283, 1.62923], [3.04676, 2.55162, 2.16988], [4.36564, 2.19579, 1.96808], [6.43450, 2.06327, -0.73045], [7.86365, 1.22111, -0.05314], [6.70578, 0.32470, -1.07262], [5.95973, -0.61135, 2.44919], [6.47562, -1.28272, 0.87071], [7.59570, -0.26796, 1.80936], [3.89927, -0.12208, -0.50969], [1.59534, 0.73811, -0.28912], [0.39410, 3.22855, 2.07507], [-4.82009, 0.82198, 2.83315], [-4.11188, 2.35393, 3.45125], [-4.43973, 2.16308, 1.71221], [-0.32572, -2.66337, 2.25373], [-1.78098, -2.68681, 3.33235], [-1.98951, -2.74345, 1.57322], [2.77355, 3.29083, 2.92648], [5.17513, 2.64940, 2.54337]], "orbital_gap_ha": 0.147, "e_tot_ev": -53945.554, "molar_mass_g_mol": 522.65, "charge": -1}

Record 3
{"formula": "C4H8Br2O", "method": "the ωB97M-V functional and the def2-TZVPD basis", "symbols": ["C", "C", "Br", "C", "Br", "H", "H", "H", "H", "C", "O", "H", "H", "H", "H"], "coordinates": [[-0.63526, -0.95960, -1.42165], [-1.54689, -0.49920, -0.55214], [-2.20674, -1.45165, 0.95979], [-2.11395, 0.80750, -0.64529], [-2.69066, 1.06979, -2.55712], [-0.13197, -1.82293, -1.13578], [-0.45250, -0.35792, -2.32226], [-3.11606, 0.93906, -0.17194], [-1.46654, 1.66865, -0.63249], [1.36234, 0.61738, 1.77721], [1.36913, -0.78698, 1.87754], [2.26403, 1.04643, 1.99400], [0.76460, 1.14398, 2.57009], [0.96766, 0.92715, 0.78919], [1.89852, -1.12042, 1.13000]], "orbital_gap_ha": 0.354, "e_tot_ev": -146408.231, "molar_mass_g_mol": 231.92, "e_above_lowest_kcal_mol": 24.8, "charge": 0, "smiles": "C=C(Br)CBr.CO"}

Record 4
{"formula": "C18H33N5O6", "method": "the ωB97M-V functional and the def2-TZVPD basis", "symbols": ["O", "N", "O", "C", "C", "C", "C", "C", "C", "H", "H", "H", "H", "H", "C", "N", "C", "C", "O", "H", "H", "H", "H", "H", "H", "H", "C", "N", "C", "C", "O", "H", "H", "H", "H", "H", "H", "H", "C", "N", "C", "C", "O", "H", "H", "H", "H", "H", "H", "H", "C", "N", "C", "C", "O", "H", "H", "H", "H", "H", "H", "H"], "coordinates": [[2.72727, -1.32453, -1.25334], [2.63588, -0.63033, -2.31089], [1.93407, -0.94734, -3.31527], [3.37495, 0.61518, -2.51935], [4.52530, 0.89897, -1.51769], [5.32216, 2.20296, -1.67506], [5.12398, 3.01673, -2.94374], [4.11070, 2.64193, -3.94184], [3.08889, 1.53738, -3.66775], [4.63294, 0.15228, -0.67934], [6.06967, 2.72128, -0.96937], [5.79765, 3.86448, -3.32310], [4.00352, 3.16891, -4.91438], [2.20709, 1.25789, -4.30844], [2.99478, 3.42741, 3.22457], [3.43659, 2.02713, 3.37286], [3.27585, 1.55387, 4.70160], [3.92428, 1.37682, 2.33213], [4.51019, 0.22895, 2.41036], [2.20144, 3.60356, 3.80068], [2.52036, 3.52970, 2.21729], [3.69477, 4.16605, 3.43758], [3.80546, 0.73997, 5.42321], [2.15960, 1.28465, 4.71379], [3.53015, 2.21439, 5.54355], [3.84460, 1.97861, 1.34771], [-6.42773, -1.72734, 2.92510], [-5.66599, -0.48286, 2.68451], [-4.29265, -0.30077, 3.34329], [-6.16628, 0.29282, 1.62840], [-5.43815, 1.16686, 1.08771], [-6.94155, -2.20533, 2.06874], [-7.14840, -1.43368, 3.77227], [-5.73301, -2.47282, 3.45294], [-3.69255, -1.24161, 3.20986], [-4.38043, 0.09598, 4.39858], [-3.83687, 0.46333, 2.88734], [-6.97870, 0.08986, 1.13438], [-0.78032, -1.40705, 1.07656], [-0.42899, -0.05389, 0.66657], [-1.40430, 0.70637, -0.11249], [0.89102, 0.30468, 0.53586], [1.37460, 1.34575, 0.11224], [-1.34666, -1.23586, 1.80599], [0.11474, -2.07910, 1.41039], [-1.35697, -1.96603, 0.27383], [-2.43739, 0.81206, 0.35544], [-1.38491, 0.36977, -1.21985], [-0.95570, 1.87585, -0.05994], [1.76352, -0.29911, 0.74355], [-2.31842, -3.03138, -4.93181], [-2.00147, -3.01870, -3.54905], [-0.83350, -2.44585, -2.94276], [-2.96021, -3.65950, -2.81480], [-2.80644, -3.83544, -1.59133], [-3.27736, -2.85609, -5.37073], [-1.72606, -3.68541, -5.42835], [-1.56792, -2.26972, -5.27657], [-0.63376, -1.37798, -2.80264], [-0.03291, -2.75784, -3.47072], [-0.64000, -2.90206, -1.91990], [-4.00040, -4.08482, -3.26837]], "orbital_gap_ha": 0.294, "e_tot_ev": -38924.394, "molar_mass_g_mol": 415.49, "e_above_lowest_kcal_mol": 163.3, "charge": 0, "smiles": "O=[N+]([O-])c1ccccc1.CN(C)C=O.CN(C)C=O.CN(C)C=O.CN(C)C=O"}

Result set for E_HOMO: -19.04 -2.79 -9.49 -8.98 eV, one per record in the order listed.